# 1
Molecular formula: C33H88N6O10P2
Method: DFT, ωB97M-V/def2-TZVPD

Results
Highest occupied orbital energy, Eh: -0.3104
ΔE to the lowest compared entry with this formula, charge and spin, kcal per mole: 7.9
Orbital gap, eV: 8.64
Charge: 0
Structure (SMILES): CCCOP(CP(=O)(O)O)[C@@H](C)CCC.COC[C@@H](C)N.COC[C@@H](C)N.COC[C@@H](C)N.COC[C@@H](C)N.COC[C@@H](C)N.COC[C@@H](C)N
Electronic energy, Ha: -3073.7476

The geometry in XYZ format:
```
139
C33H88N6O10P2 (ωB97M-V/def2-TZVPD)
C -5.38655 1.61169 -0.11078
C -4.47928 0.41490 0.26555
C -3.49860 0.77368 1.38438
O -3.22559 -0.24613 2.33973
P -2.89767 -1.74927 1.71547
C -2.05787 -2.55079 3.15594
P -3.34885 -3.23213 4.20210
O -2.89198 -3.64205 5.51574
O -4.00693 -4.48458 3.45515
O -4.51722 -2.16131 4.28246
C -1.52357 -1.54097 0.48769
C -0.14276 -1.41155 1.20055
C -1.46719 -2.77029 -0.41622
C -2.57698 -2.91306 -1.46251
C -3.88043 -3.58756 -0.98150
H -5.24977 2.43315 0.58173
H -6.42716 1.31704 -0.03528
H -5.22864 1.92613 -1.13068
H -5.11414 -0.41819 0.53102
H -3.90645 0.18577 -0.62538
H -3.93330 1.59045 1.95094
H -2.57654 1.16681 0.95803
H -1.51493 -3.39987 2.74997
H -1.42871 -1.88858 3.73942
H -4.14472 -4.25581 2.51631
H -5.06342 -2.18018 3.47718
H -1.64762 -0.65515 -0.12521
H 0.50315 -0.80680 0.57319
H -0.26026 -0.91592 2.15499
H 0.27181 -2.40604 1.29781
H -0.52549 -2.71677 -0.95741
H -1.41132 -3.68269 0.17723
H -2.19175 -3.52869 -2.26551
H -2.77016 -1.93063 -1.87662
H -4.16525 -4.39538 -1.64352
H -3.72406 -3.99701 0.00536
H -4.66996 -2.85305 -0.90109
C -1.60599 -2.26882 -5.22046
O -0.89236 -1.84482 -4.07370
C 0.47769 -2.19650 -4.04923
C 1.39793 -1.26952 -4.85453
C 1.32421 -1.47744 -6.36357
N 1.15079 0.14597 -4.55419
H -1.24280 -3.23339 -5.58602
H -1.55217 -1.52846 -6.02147
H -2.65257 -2.37518 -4.93316
H 0.77192 -2.13106 -2.99692
H 0.60613 -3.24426 -4.35282
H 2.42230 -1.49969 -4.54520
H 0.43151 -1.02809 -6.79885
H 2.18367 -1.01283 -6.84499
H 1.32844 -2.54009 -6.61750
H 1.31774 0.31174 -3.56512
H 0.15519 0.31629 -4.67239
C 5.07588 -0.12185 -7.94249
O 3.91305 0.48954 -7.41695
C 4.14232 1.49443 -6.44568
C 4.50932 2.87118 -7.01558
C 5.94415 2.97251 -7.52511
N 3.59608 3.28928 -8.08314
H 5.86328 -0.20498 -7.18786
H 5.45503 0.42043 -8.81174
H 4.79946 -1.12397 -8.27208
H 3.19523 1.58922 -5.90821
H 4.89032 1.15275 -5.71686
H 4.40644 3.58509 -6.19313
H 6.06654 2.49729 -8.49797
H 6.22712 4.01812 -7.64297
H 6.64581 2.51044 -6.82756
H 2.65138 3.34125 -7.71259
H 3.55513 2.53771 -8.76662
C 0.97682 -0.81644 9.66630
O -0.11936 -1.66746 9.40211
C -1.27754 -1.02736 8.90035
C -1.25682 -0.73685 7.39327
C -0.37496 0.44807 7.00938
N -0.86015 -1.90527 6.60662
H 0.64815 0.16180 10.03053
H 1.60508 -0.68537 8.78129
H 1.58216 -1.29014 10.43913
H -2.09753 -1.72196 9.09543
H -1.48423 -0.11500 9.47739
H -2.28281 -0.48217 7.10933
H 0.68366 0.18705 7.01076
H -0.62143 0.78142 6.00209
H -0.52071 1.29190 7.68841
H -1.52903 -2.65615 6.76455
H 0.01432 -2.24859 6.99741
C -2.71613 3.06568 -2.34235
O -3.57966 3.91864 -1.61819
C -2.93019 4.87903 -0.79874
C -2.44511 6.13310 -1.53641
C -1.17822 5.91209 -2.35679
N -3.47928 6.70789 -2.40323
H -1.80622 2.84022 -1.77631
H -2.44805 3.49346 -3.31114
H -3.25269 2.13302 -2.52879
H -3.68545 5.18826 -0.07027
H -2.11360 4.41335 -0.23448
H -2.20786 6.87389 -0.76758
H -1.38322 5.39516 -3.29412
H -0.72611 6.86981 -2.61297
H -0.44279 5.33055 -1.79683
H -4.28208 6.97027 -1.83846
H -3.82795 5.96470 -3.00311
C 3.12013 -2.47043 2.16882
O 3.04780 -2.74474 0.78054
C 4.15822 -3.43045 0.23663
C 4.13775 -4.95191 0.43856
C 4.49724 -5.39388 1.85370
N 2.84741 -5.54230 0.06985
H 4.14321 -2.25467 2.49004
H 2.71801 -3.30058 2.75422
H 2.49978 -1.59553 2.36487
H 4.11875 -3.23390 -0.83847
H 5.09477 -2.99331 0.60799
H 4.89560 -5.36597 -0.23310
H 3.66986 -5.25302 2.54842
H 4.74446 -6.45477 1.86264
H 5.36053 -4.84377 2.23340
H 2.65976 -5.35395 -0.91102
H 2.12124 -5.03243 0.56670
C 2.25627 1.81371 2.81212
O 0.88890 1.45060 2.76255
C 0.04348 2.16570 3.64378
C -0.37826 3.55399 3.14436
C 0.71461 4.61273 3.25531
N -0.86550 3.51758 1.76211
H 2.56295 2.08721 3.82558
H 2.47736 2.63505 2.12643
H 2.83735 0.94815 2.49263
H -0.85659 1.55056 3.74050
H 0.49798 2.22715 4.64054
H -1.20771 3.87598 3.78052
H 1.46074 4.51422 2.46728
H 0.28214 5.60867 3.16307
H 1.22461 4.55548 4.21872
H -1.67314 2.90315 1.71624
H -0.15869 3.04764 1.20029
```

Mulliken population analysis, charges in e, atoms 1 to 8: atom 1 (C): -1.291, atom 2 (C): 0.519, atom 3 (C): -0.717, atom 4 (O): -0.445, atom 5 (P): -0.262, atom 6 (C): -0.251, atom 7 (P): 0.730, atom 8 (O): -0.712

# 2
Molecular formula: C33H88O11
Method: DFT, ωB97M-V/def2-TZVPD

Results
Highest occupied orbital energy, Eh: -0.3354
ΔE to the lowest compared entry with this formula, charge and spin, kcal per mole: 63.8
Orbital gap, eV: 9.50
Charge: 0
Structure (SMILES): CC(C)O.CC(C)O.CC(C)O.CC(C)O.CC(C)O.CC(C)O.CC(C)O.CC(C)O.CC(C)O.CC(C)O.CC(C)O
Electronic energy, Ha: -2137.6771

The geometry in XYZ format:
```
132
C33H88O11 (ωB97M-V/def2-TZVPD)
C -9.46634 -8.69437 -11.96874
C -10.56166 -9.73041 -11.74089
C -11.83726 -9.21089 -12.33041
O -10.24106 -10.93137 -12.41826
H -9.83383 -7.67541 -11.84717
H -9.01709 -8.68396 -12.96180
H -8.68794 -8.77239 -11.20972
H -10.71614 -9.93109 -10.68072
H -12.00645 -8.21157 -11.92936
H -12.69539 -9.84305 -12.10218
H -11.85197 -9.15250 -13.41875
H -10.13932 -10.79122 -13.36251
C -13.42040 -12.71231 -12.84322
C -14.49829 -13.77848 -13.04296
C -13.85372 -15.08092 -13.47760
O -15.08649 -13.96824 -11.73915
H -12.81869 -12.55654 -13.73864
H -12.77251 -13.01213 -12.01954
H -13.78170 -11.72390 -12.55929
H -15.29570 -13.54307 -13.74781
H -13.11548 -15.40014 -12.74193
H -13.45292 -15.01270 -14.48893
H -14.65853 -15.81210 -13.40173
H -15.24577 -13.09694 -11.36892
C -5.86318 -8.41189 -16.74279
C -7.00935 -7.97214 -15.87299
C -8.17553 -7.50831 -16.72063
O -7.38884 -9.10780 -15.05298
H -6.07845 -9.33093 -17.28788
H -5.07917 -8.60471 -16.01050
H -5.54504 -7.75023 -17.54845
H -6.68748 -7.21885 -15.15393
H -8.34392 -8.25072 -17.50074
H -7.83067 -6.61130 -17.23498
H -9.10612 -7.54402 -16.15422
H -6.71339 -9.41567 -14.44423
C -15.63791 -7.96721 -14.02537
C -16.67431 -9.03936 -14.17874
C -16.16206 -10.42674 -14.69290
O -17.10377 -9.28984 -12.84716
H -16.01856 -7.13630 -13.43140
H -15.48928 -7.53215 -15.01366
H -14.69290 -8.32227 -13.61427
H -17.59156 -8.72955 -14.67950
H -15.26065 -10.75975 -14.17843
H -15.87277 -10.25140 -15.72908
H -16.89278 -11.23314 -14.75516
H -17.23807 -8.41850 -12.46724
C -6.79649 -3.24184 -14.62429
C -8.10926 -3.83753 -14.25946
C -8.03073 -4.74636 -13.07164
O -8.95564 -2.74772 -13.98247
H -6.93072 -2.43378 -15.34340
H -6.05951 -3.89610 -15.09001
H -6.30570 -2.76961 -13.77327
H -8.45424 -4.35986 -15.15179
H -8.88532 -5.42278 -13.05672
H -8.08701 -4.22044 -12.11857
H -7.09853 -5.31124 -13.06892
H -8.45279 -1.97724 -14.25650
C -6.15055 -8.97341 -6.21765
C -7.57152 -8.63849 -6.67581
C -8.05247 -9.55540 -7.77506
O -8.34438 -8.80401 -5.49707
H -6.17345 -9.90420 -5.65091
H -5.82285 -8.17360 -5.55356
H -5.40220 -9.09339 -7.00103
H -7.66354 -7.58122 -6.92443
H -9.08573 -9.33787 -8.04552
H -8.09344 -10.56848 -7.37494
H -7.47645 -9.47000 -8.69648
H -9.23486 -8.46241 -5.60642
C -10.09352 -14.38166 -13.34099
C -8.79906 -14.06318 -12.52835
C -7.75324 -13.32446 -13.37137
O -9.08382 -13.20027 -11.44052
H -10.54168 -13.48088 -13.76034
H -10.80263 -15.00610 -12.79755
H -9.94394 -14.91656 -14.27886
H -8.49568 -15.01933 -12.10194
H -7.46237 -13.98484 -14.18831
H -6.93015 -13.03346 -12.71872
H -8.29664 -12.46114 -13.75541
H -9.44649 -12.40454 -11.83662
C -8.26962 -5.81461 -9.18028
C -6.77215 -5.89219 -9.43390
C -6.34609 -7.02804 -10.39217
O -6.38537 -4.62677 -9.91473
H -8.41327 -5.23684 -8.26723
H -8.58866 -6.80182 -8.84602
H -8.95393 -5.50137 -9.96875
H -6.27041 -6.06170 -8.48121
H -6.97754 -6.85436 -11.26349
H -6.65033 -7.96166 -9.91899
H -5.27543 -7.10195 -10.58277
H -6.14157 -4.07223 -9.16999
C -11.66861 -8.30375 -7.91834
C -11.96131 -7.64884 -6.56108
C -13.08666 -8.41380 -5.81623
O -10.82859 -7.65206 -5.76117
H -10.92538 -7.69510 -8.43338
H -12.56233 -8.30146 -8.54232
H -11.31391 -9.33104 -7.83496
H -12.28297 -6.61070 -6.64407
H -13.43995 -7.96886 -4.88601
H -12.69478 -9.40193 -5.57515
H -13.97166 -8.49327 -6.44755
H -11.09054 -7.27453 -4.91829
C -14.60195 -10.41684 -9.30818
C -15.71188 -11.31223 -9.73539
C -17.01706 -11.06267 -9.02968
O -15.93968 -11.30142 -11.12656
H -14.81140 -9.35460 -9.18215
H -13.79927 -10.58639 -10.02585
H -14.25432 -10.78049 -8.34122
H -15.39931 -12.28719 -9.36141
H -17.35110 -10.02932 -8.93646
H -16.98570 -11.44046 -8.00773
H -17.84510 -11.64041 -9.44037
H -16.29376 -10.45600 -11.41205
C -8.87656 -11.63874 -16.98859
C -10.01767 -10.75510 -16.45698
C -11.32599 -11.55918 -16.55115
O -9.79640 -10.38424 -15.10934
H -8.74752 -12.49458 -16.32603
H -7.92315 -11.11144 -17.02120
H -9.01717 -11.99343 -18.00963
H -10.11553 -9.92429 -17.15575
H -12.12796 -10.98079 -16.09245
H -11.23142 -12.51514 -16.03609
H -11.58042 -11.75586 -17.59263
H -8.91279 -10.01135 -15.06700
```

Mulliken population analysis, charges in e, atoms 1 to 8: atom 1 (C): -0.705, atom 2 (C): 1.009, atom 3 (C): -1.349, atom 4 (O): 0.235, atom 5 (H): 0.326, atom 6 (H): 0.023, atom 7 (H): -0.048, atom 8 (H): 0.307

# 3
Molecular formula: C33H88O33S11
Method: DFT, ωB97M-V/def2-TZVPD

Results
Highest occupied orbital energy, Eh: -0.3926
ΔE to the lowest compared entry with this formula, charge and spin, kcal per mole: 0.0
Orbital gap, eV: 10.44
Charge: 0
Structure (SMILES): CCOS(C)(=O)=O.CCOS(C)(=O)=O.CCOS(C)(=O)=O.CCOS(C)(=O)=O.CCOS(C)(=O)=O.CCOS(C)(=O)=O.CCOS(C)(=O)=O.CCOS(C)(=O)=O.CCOS(C)(=O)=O.CCOS(C)(=O)=O.CCOS(C)(=O)=O
Electronic energy, Ha: -8173.0040

The geometry in XYZ format:
```
165
C33H88O33S11 (ωB97M-V/def2-TZVPD)
C -10.84801 18.58191 -12.99681
C -9.65701 17.93646 -13.66364
O -8.46891 18.63047 -13.25807
S -7.59116 19.31243 -14.41019
C -6.58145 17.88567 -14.83419
O -8.43147 19.61056 -15.52511
O -6.81398 20.28082 -13.73527
H -11.80718 18.19375 -13.33789
H -10.85625 19.66374 -13.13912
H -10.77769 18.43137 -11.91686
H -9.58462 16.89798 -13.32889
H -9.77215 17.90021 -14.74784
H -5.93295 18.20748 -15.64082
H -7.32174 17.15843 -15.14637
H -6.05336 17.64153 -13.92492
C -4.87583 21.23472 -21.18405
C -4.27461 19.85864 -21.03512
O -3.11361 19.78835 -21.91268
S -2.38132 18.35129 -21.98914
C -1.20413 18.53001 -20.68291
O -3.32562 17.34905 -21.68004
O -1.71031 18.33884 -23.23535
H -5.16810 21.50267 -22.19293
H -4.18541 21.98905 -20.78635
H -5.73884 21.32141 -20.50912
H -4.03612 19.65202 -19.99001
H -5.01623 19.12152 -21.36289
H -0.37183 17.84420 -20.83639
H -1.66309 18.28264 -19.73521
H -0.84912 19.55240 -20.68473
C -5.77136 20.72331 -17.90917
C -7.02411 20.40317 -18.65078
O -7.51841 21.64385 -19.23832
S -8.84154 21.55901 -20.11073
C -8.15528 21.19965 -21.69891
O -9.59175 20.44391 -19.65419
O -9.37635 22.88201 -20.13956
H -4.97010 21.10703 -18.56063
H -5.26201 19.83684 -17.53533
H -5.90230 21.41775 -17.08060
H -6.83049 19.72065 -19.49388
H -7.73122 19.91329 -17.97753
H -7.52695 20.32260 -21.55705
H -7.54221 22.01517 -22.06999
H -8.97575 21.03378 -22.38834
C -6.30064 24.57034 -22.63250
C -7.44727 25.24880 -23.35663
O -6.88693 26.16715 -24.33332
S -7.78318 26.56414 -25.58617
C -9.26473 27.16155 -24.82794
O -7.12209 27.65086 -26.21958
O -8.03087 25.34854 -26.29155
H -6.58396 24.04676 -21.72116
H -5.54918 25.31325 -22.36389
H -5.85999 23.82257 -23.30667
H -8.13386 24.57121 -23.87317
H -8.03005 25.83588 -22.62785
H -9.81949 27.63010 -25.64197
H -9.03315 27.94556 -24.11836
H -9.81164 26.32468 -24.41524
C -4.53109 17.03799 -18.36428
C -3.44710 17.20198 -17.31861
O -3.60532 18.43715 -16.57238
S -2.49849 19.56783 -16.73720
C -1.00979 18.75757 -16.16259
O -2.34037 19.78699 -18.13718
O -2.84013 20.58891 -15.81670
H -4.71650 17.92853 -18.95740
H -5.45202 16.74515 -17.85714
H -4.25675 16.24027 -19.05573
H -3.55870 16.38367 -16.60337
H -2.46630 17.06954 -17.78112
H -0.65441 18.13737 -16.97499
H -1.25310 18.21918 -15.25558
H -0.31377 19.56624 -15.96793
C -2.92547 21.40394 -24.60615
C -4.10845 20.64489 -25.16994
O -5.32299 21.27595 -24.69879
S -6.61657 21.27805 -25.59181
C -6.37721 22.69946 -26.62000
O -6.62744 20.07540 -26.35061
O -7.70742 21.57895 -24.73216
H -3.18451 22.43617 -24.39093
H -2.12991 21.40998 -25.36038
H -2.44241 20.89317 -23.77291
H -4.09542 20.75513 -26.25508
H -4.12156 19.59865 -24.89145
H -5.37636 22.67573 -27.04054
H -6.55868 23.54608 -25.97422
H -7.10531 22.64184 -27.42156
C -14.18380 25.80523 -17.48305
C -13.62326 24.68624 -16.63615
O -14.18913 23.41793 -17.00266
S -13.28770 22.43664 -17.85936
C -12.69996 23.49481 -19.15484
O -12.15996 22.05542 -17.06416
O -14.12611 21.46050 -18.46483
H -14.09061 25.53149 -18.53510
H -13.64479 26.73837 -17.34791
H -15.24689 25.91711 -17.27715
H -12.52997 24.61838 -16.65937
H -13.86210 24.84059 -15.58243
H -12.04327 22.86065 -19.75349
H -12.03818 24.25922 -18.76466
H -13.50617 23.86037 -19.77366
C -6.11164 24.64869 -18.10575
C -7.39320 25.08022 -17.47981
O -7.42921 24.54563 -16.12102
S -8.87743 24.22056 -15.52328
C -8.93355 22.48752 -15.91670
O -8.81403 24.39128 -14.11919
O -9.84643 24.96174 -16.26718
H -6.15972 23.56132 -18.23726
H -5.30539 24.71594 -17.37181
H -5.95179 25.14247 -19.05414
H -7.49822 26.16583 -17.48144
H -8.25423 24.63408 -17.98169
H -9.21594 22.49337 -16.97159
H -9.81069 22.09798 -15.40479
H -8.02544 22.01531 -15.60682
C -11.02915 23.01815 -24.70595
C -11.18117 22.96160 -23.19189
O -11.81336 21.72393 -22.76201
S -13.41537 21.69830 -22.66686
C -13.60129 20.48625 -21.38345
O -13.89617 22.96815 -22.22980
O -13.84923 21.08836 -23.88195
H -10.55915 22.11541 -25.07805
H -10.39592 23.87551 -24.96332
H -11.95773 23.23642 -25.23879
H -10.17497 23.04601 -22.76832
H -11.72620 23.82483 -22.79596
H -14.68376 20.39241 -21.36271
H -13.14590 20.86273 -20.48594
H -13.13087 19.59917 -21.78586
C -10.59767 17.47957 -21.68638
C -10.13105 16.04786 -21.57916
O -11.22457 15.12570 -21.84869
S -11.07648 14.16675 -23.11602
C -11.37166 15.32349 -24.42424
O -9.72034 13.73270 -23.16498
O -12.11441 13.20213 -23.07335
H -10.60527 17.78404 -22.74371
H -9.87888 18.22879 -21.33924
H -11.55114 17.56798 -21.17927
H -9.18782 15.82628 -22.08778
H -9.83824 15.79791 -20.54605
H -11.54656 14.86476 -25.38852
H -10.51281 15.99207 -24.46479
H -12.22681 15.93407 -24.13705
C -11.34061 30.31723 -18.88373
C -11.81301 28.90951 -19.18469
O -11.19807 28.49304 -20.41408
S -11.00119 26.94890 -20.64920
C -9.84677 26.46953 -19.37522
O -12.25244 26.30773 -20.35769
O -10.38014 26.72977 -21.91414
H -10.26004 30.32089 -18.78629
H -11.88475 30.70127 -18.02438
H -11.61507 30.97803 -19.71134
H -11.51529 28.27417 -18.34354
H -12.89627 28.84808 -19.28163
H -10.38975 26.45520 -18.43842
H -9.04959 27.20351 -19.42910
H -9.55399 25.46170 -19.65569
```

Mulliken population analysis, charges in e, atoms 1 to 8: atom 1 (C): -1.230, atom 2 (C): -0.147, atom 3 (O): -0.354, atom 4 (S): 1.221, atom 5 (C): -0.523, atom 6 (O): -0.444, atom 7 (O): -0.734, atom 8 (H): 0.362

> Which value of charge does entry 2 give?

0

> Which value of electronic energy does entry 1 give?

-3073.7476 Ha